DFT (the ωB97M-V functional and the def2-TZVPD basis) results for a 11-piece molecular cluster, C44H110O22 overall in a non-equilibrium geometry.

Structure (ORCA input):
```
! RIJCOSX wB97M-V def2-TZVPD def2/J DEFGRID3
* xyz 0 1
C 1.37131 2.79296 11.40943
O 1.06530 1.81354 12.35622
C 1.16579 2.35512 13.70021
C 0.82813 1.25281 14.73699
O 0.54097 1.80073 16.03198
C 0.33325 0.81747 17.01680
H 2.45238 2.92100 11.35481
H 0.95856 3.79516 11.52488
H 1.01947 2.46026 10.43288
H 0.45803 3.16092 13.89475
H 2.19665 2.58519 13.96949
H 1.57407 0.46577 14.62629
H -0.07939 0.75456 14.39602
H 1.14540 0.09064 17.00138
H -0.58652 0.34033 16.67848
H 0.31089 1.19160 18.04033
C 7.63867 -3.31823 -1.86170
O 7.69401 -1.86243 -1.81519
C 8.37930 -1.29808 -0.66924
C 8.67561 0.23562 -0.73650
O 7.48216 1.02766 -0.81153
C 7.56992 2.44643 -0.54705
H 6.86365 -3.66575 -1.17856
H 8.58978 -3.73023 -1.52443
H 7.36787 -3.76046 -2.82046
H 9.34767 -1.76944 -0.50138
H 7.69544 -1.42791 0.16955
H 9.33604 0.40750 -1.58644
H 9.25361 0.54211 0.13534
H 8.33224 2.83414 -1.22279
H 8.03327 2.60510 0.42673
H 6.60388 2.90187 -0.76484
C -7.45881 2.64142 -0.82526
O -6.47235 3.59009 -1.12002
C -6.52920 4.02486 -2.51850
C -5.38657 5.09634 -2.79223
O -4.14744 4.57174 -2.50280
C -3.09330 5.39905 -2.98335
H -8.46674 3.00308 -1.02867
H -7.41250 2.40829 0.23851
H -7.41160 1.70191 -1.37589
H -7.47513 4.53131 -2.71039
H -6.41382 3.21363 -3.23730
H -5.50052 5.91654 -2.08345
H -5.51245 5.45172 -3.81495
H -3.05493 5.34102 -4.07113
H -2.10118 5.14601 -2.60949
H -3.14587 6.46645 -2.76888
C 0.04950 -7.25393 -1.81757
O -0.82602 -8.25019 -1.37478
C -1.91664 -7.73622 -0.51027
C -2.59076 -8.85935 0.32250
O -3.25512 -9.70214 -0.59025
C -3.88066 -10.68847 0.13177
H -0.44887 -6.72998 -2.63317
H 0.91009 -7.79907 -2.20526
H 0.32521 -6.57318 -1.01216
H -2.57225 -7.04609 -1.04131
H -1.37844 -7.11050 0.20171
H -3.28577 -8.34725 0.98795
H -1.88131 -9.39367 0.95439
H -4.63353 -10.33572 0.83666
H -3.14897 -11.40895 0.49732
H -4.42762 -11.27405 -0.60717
C 3.36155 -4.05731 9.47720
O 1.98327 -4.50206 9.24596
C 1.38027 -3.93769 8.06975
C 1.96130 -4.39051 6.72582
O 2.06817 -5.87029 6.76329
C 2.51127 -6.49995 5.60529
H 3.47425 -2.97430 9.52704
H 3.97820 -4.34118 8.62440
H 3.72339 -4.54841 10.38053
H 1.52171 -2.85793 8.02257
H 0.30405 -4.09969 8.12956
H 2.97565 -4.01878 6.58087
H 1.33751 -3.95953 5.94272
H 1.66965 -6.73804 4.95485
H 2.85592 -7.50119 5.86380
H 3.31470 -6.03720 5.03217
C -4.36681 -1.81682 -13.14554
O -3.35765 -1.58593 -12.19563
C -2.70828 -0.30000 -12.31254
C -1.77316 0.09592 -11.14914
O -2.43393 0.27869 -9.92243
C -1.56876 0.61293 -8.86865
H -3.93955 -2.04552 -14.12188
H -5.04929 -0.99763 -13.37190
H -4.95742 -2.66073 -12.78902
H -3.42247 0.52108 -12.37455
H -2.04891 -0.24780 -13.17892
H -1.22518 1.00426 -11.39958
H -1.06095 -0.72653 -11.08252
H -2.11348 0.82921 -7.94963
H -1.03324 1.53593 -9.09088
H -0.89307 -0.23212 -8.73656
C -0.99030 -0.59070 -0.86588
O 0.28250 -0.98843 -1.30000
C 1.48084 -0.34076 -0.84516
C 1.83737 -0.59433 0.61266
O 0.97583 -0.21787 1.67178
C 1.13743 1.16964 2.00420
H -1.18151 0.47408 -0.99918
H -1.02962 -0.73070 0.21437
H -1.76785 -1.26252 -1.22945
H 1.34835 0.72642 -1.02315
H 2.24090 -0.82301 -1.45984
H 2.83953 -0.21929 0.82029
H 1.96500 -1.66489 0.77298
H 1.06471 1.76294 1.09272
H 2.08782 1.48734 2.43305
H 0.30444 1.63070 2.53491
C 3.43494 8.62049 4.33356
O 3.38517 7.58835 5.32500
C 4.68642 7.48831 5.92887
C 4.85015 8.52497 7.01068
O 4.00998 8.24915 8.13122
C 4.22087 8.99600 9.30362
H 3.27201 9.59986 4.78344
H 2.63943 8.49531 3.59898
H 4.32446 8.65039 3.70431
H 5.57686 7.42786 5.30312
H 4.66813 6.51678 6.42274
H 4.68613 9.51178 6.57779
H 5.90356 8.62731 7.27134
H 3.62698 8.79504 10.19525
H 4.15690 10.06186 9.08462
H 5.21756 8.85316 9.72113
C -6.13852 9.62112 4.77803
O -4.74930 9.96329 4.85082
C -3.97097 9.04627 4.03460
C -3.83472 7.60293 4.51290
O -4.96765 6.94453 4.17649
C -4.99265 5.57118 4.57226
H -6.73395 10.44115 5.17943
H -6.26786 8.69947 5.34544
H -6.42311 9.54700 3.72845
H -2.98816 9.49771 3.89909
H -4.32685 9.12031 3.00700
H -3.61602 7.50477 5.57622
H -3.00821 7.10374 4.00716
H -4.31129 4.87436 4.08413
H -5.94550 5.07568 4.38620
H -4.87089 5.49263 5.65258
C 4.86416 -4.69076 -9.39928
O 5.70709 -5.49936 -10.28890
C 5.39793 -6.81713 -10.34517
C 6.47288 -7.64222 -11.07534
O 6.60106 -7.20308 -12.36551
C 7.57259 -7.91453 -13.14353
H 3.79960 -4.78607 -9.61310
H 5.01333 -3.62250 -9.55634
H 5.05407 -4.89874 -8.34631
H 4.40426 -7.11228 -10.68227
H 5.27831 -7.20747 -9.33453
H 6.13031 -8.67575 -11.02459
H 7.42146 -7.65084 -10.53850
H 7.97036 -7.38859 -14.01142
H 7.22820 -8.87466 -13.52777
H 8.50897 -8.03307 -12.59830
C -9.31764 0.54083 -7.30085
O -8.05958 0.17626 -7.88008
C -7.60374 -1.21876 -7.75633
C -7.26373 -1.64559 -6.31768
O -6.93457 -3.07969 -6.17666
C -5.63506 -3.35548 -6.67790
H -10.12533 0.61556 -8.02895
H -9.24515 1.53908 -6.86916
H -9.53439 -0.09307 -6.44102
H -6.72892 -1.29341 -8.40226
H -8.24261 -1.87812 -8.34386
H -8.12851 -1.39392 -5.70375
H -6.52776 -1.01157 -5.82325
H -5.51958 -3.32028 -7.76120
H -5.41624 -4.38252 -6.38568
H -4.79365 -2.80524 -6.25676
*
```

Values from the calculation:
LUMO	0.38	eV
relative energy (zero: lowest compared OMol25 entry of this formula, charge and spin)	556.3	kJ/mol
HOMO-LUMO gap	9.59	eV
SMILES string	COCCOC.COCCOC.COCCOC.COCCOC.COCCOC.COCCOC.COCCOC.COCCOC.COCCOC.COCCOC.COCCOC
HOMO energy	-9.21	eV